The following is a quantum chemistry calculation of the molecule C3H6OS in a non-equilibrium geometry, from OMol25.

Summary:
molar mass: 90.147 g/mol
net charge: 0
E_LUMO: 0.3 eV
spin multiplicity: 1
SMILES: CC1(C)OS1
E_HOMO: -8.9 eV

Each atom is followed by the atoms it is bonded to, with distances in Å.
Positions of all 11 atoms, in Å:
1 C -0.685 0.442 -1.105  C2 1.720, H6 1.168, H7 1.155, H8 1.106
2 C -0.470 0.687 0.584  C1 1.720, C3 1.486, O4 1.361, S5 1.728
3 C 0.429 -0.260 1.293  C2 1.486, H9 1.048, H10 1.072, H11 1.183
4 O -1.637 1.094 1.154  C2 1.361, S5 1.731
5 S -0.528 2.391 0.866  C2 1.728, O4 1.731
6 H -1.178 -0.585 -1.361  C1 1.168
7 H 0.343 0.515 -1.625  C1 1.155
8 H -1.317 1.228 -1.561  C1 1.106
9 H 1.462 -0.103 1.217  C3 1.048
10 H 0.475 -1.278 0.964  C3 1.072
11 H 0.288 -0.205 2.467  C3 1.183

Atom charges from the Mulliken analysis, given in e for atoms 1 to 2: -1.07 0.96